1.
{
  "formula": "C5H11NOS",
  "method": "wB97M-V/def2-TZVPD",
  "lumo_energy_ha": 0.02936,
  "fmax_ev_per_a": 1.1,
  "e_above_lowest_kcal_mol": 16.70,
  "orbital_gap_ev": 10.10,
  "smiles": "CC(=O)NCCCS",
  "species": ["O", "C", "N", "C", "C", "C", "S", "C", "H", "H", "H", "H", "H", "H", "H", "H", "H", "H", "H"],
  "xyz": [[1.69593, 2.95704, -0.42912], [0.92363, 2.06707, -0.71883], [0.78299, 0.96912, 0.09711], [-0.48157, 0.21580, 0.19487], [-0.36036, -0.87384, 1.24380], [0.20660, -2.18436, 0.70000], [-0.95882, -3.58542, 0.59541], [0.10294, 2.06200, -1.98382], [1.21890, 1.07611, 1.00183], [-1.22745, 0.90001, 0.53336], [-0.77381, -0.22972, -0.75215], [0.26538, -0.54009, 2.07513], [-1.33521, -1.04209, 1.70816], [0.57213, -2.07551, -0.30691], [1.09069, -2.50570, 1.23848], [-1.49743, -3.34279, 1.79803], [-0.03433, 1.03819, -2.34150], [-0.87662, 2.52813, -1.89751], [0.68640, 2.56604, -2.75635]],
  "nbo_charge": [-0.60, 0.68, -0.63, -0.21, -0.42, -0.51, -0.03, -0.73, 0.39, 0.19, 0.20, 0.21, 0.22, 0.22, 0.22, 0.11, 0.22, 0.24, 0.25]
}

***

2.
{
  "formula": "C5H11NOS",
  "method": "wB97M-V/def2-TZVPD",
  "lumo_energy_ha": -0.07556,
  "fmax_ev_per_a": 1.8,
  "e_above_lowest_kcal_mol": 172.69,
  "orbital_gap_ev": 5.56,
  "species": ["O", "C", "C", "C", "C", "S", "C", "N", "H", "H", "H", "H", "H", "H", "H", "H", "H", "H", "H"],
  "xyz": [[-2.61952, 0.04695, 0.37041], [-1.83413, 0.84939, 0.85740], [-0.36176, 0.45033, 1.28616], [0.06812, -0.97329, 0.83116], [1.50912, -0.85209, 0.93801], [2.52242, 0.53014, 0.69627], [2.53067, 0.64129, -1.15763], [-0.43799, 1.36178, 0.21744], [-2.22678, 1.71188, 1.41907], [0.03051, 0.74503, 2.25549], [-0.50063, -1.55858, 1.55775], [-0.30026, -1.08736, -0.18589], [2.02688, -1.63348, 1.49181], [-4.01818, -1.83663, -3.38551], [1.49615, 0.75964, -1.45001], [3.16026, 1.47473, -1.40135], [2.98515, -0.28086, -1.50451], [-4.05815, -2.57651, -3.32770], [0.02813, 2.22765, 0.49165]],
  "nbo_charge": [-0.61, 0.38, -0.07, -0.51, -0.22, 0.28, -0.70, -0.66, 0.12, 0.20, 0.25, 0.27, 0.22, 0.01, 0.25, 0.23, 0.22, -0.01, 0.36]
}

***

3.
{
  "formula": "C5H11NOS",
  "method": "wB97M-V/def2-TZVPD",
  "lumo_energy_ha": 0.02758,
  "fmax_ev_per_a": 5.8,
  "e_above_lowest_kcal_mol": 61.51,
  "orbital_gap_ev": 9.33,
  "smiles": "CSCC[C@H](N)C=O",
  "species": ["O", "C", "C", "C", "C", "S", "C", "N", "H", "H", "H", "H", "H", "H", "H", "H", "H", "H", "H"],
  "xyz": [[2.00442, -1.79658, -1.81307], [1.58128, -1.93918, -0.74041], [0.86637, -0.81576, 0.00915], [0.76481, 0.45503, -0.80260], [-0.20441, 1.52782, -0.30300], [-1.93217, 1.20157, -0.96689], [-2.87170, 0.55274, 0.51188], [1.56832, -0.66430, 1.22611], [1.77163, -2.99675, -0.29598], [-0.21976, -1.20138, 0.24676], [0.53617, 0.34390, -1.89882], [1.81019, 0.76280, -0.74247], [0.05950, 2.45774, -0.83768], [-0.23926, 1.74007, 0.65578], [-3.85695, 0.20270, 0.17224], [-3.03305, 1.43125, 1.27470], [-2.30880, -0.20146, 1.05522], [1.16414, -0.26234, 2.13790], [2.53926, -0.79786, 1.11118]],
  "nbo_charge": [-0.51, 0.44, -0.15, -0.43, -0.47, 0.13, -0.73, -0.88, 0.11, 0.20, 0.23, 0.21, 0.23, 0.20, 0.23, 0.21, 0.21, 0.40, 0.38]
}

***

4.
{
  "formula": "C5H11NOS",
  "method": "wB97M-V/def2-TZVPD",
  "lumo_energy_ha": 0.02400,
  "fmax_ev_per_a": 6.6,
  "e_above_lowest_kcal_mol": 163.36,
  "orbital_gap_ev": 9.64,
  "species": ["C", "C", "C", "C", "C", "H", "H", "H", "H", "H", "H", "H", "H", "H", "H", "H", "N", "O", "S"],
  "xyz": [[2.40620, 0.01815, 0.22441], [0.90713, 0.39968, 0.61587], [0.01388, 0.26653, -0.69857], [-1.64826, 0.43340, -0.49537], [-2.23993, -0.50553, 0.49754], [2.50703, -1.27369, 0.40726], [2.67147, -0.11648, -1.35252], [3.41383, 0.76448, 0.69461], [0.47884, -0.37994, 1.22561], [0.05729, 1.72786, 1.66013], [0.24704, 1.12843, -1.41159], [0.13376, -1.64950, -0.49504], [-0.84195, -1.14327, -2.01621], [-2.04874, 0.69029, -1.41157], [-3.15631, -1.10846, 0.46884], [-1.41165, -0.95025, 1.14479], [0.16166, -1.01713, -1.42387], [0.83055, 1.55686, 1.29243], [-2.48185, 1.15857, 1.07325]],
  "nbo_charge": [-0.65, 0.05, -0.06, -0.25, -0.54, 0.23, 0.20, 0.27, 0.14, 0.48, 0.20, 0.35, 0.37, 0.22, 0.24, 0.21, -0.81, -0.70, 0.05]
}

***

5.
{
  "formula": "C5H11NOS",
  "method": "wB97M-V/def2-TZVPD",
  "lumo_energy_ha": 0.03401,
  "fmax_ev_per_a": 3.9,
  "e_above_lowest_kcal_mol": 54.67,
  "orbital_gap_ev": 10.03,
  "smiles": "O=CCNCCCS",
  "species": ["C", "C", "S", "C", "N", "C", "C", "O", "H", "H", "H", "H", "H", "H", "H", "H", "H", "H", "H"],
  "xyz": [[0.03327, 1.07542, -0.86970], [0.04928, 2.28033, 0.00099], [0.90869, 3.76592, -0.66980], [-0.79636, -0.02612, -0.17916], [-0.06451, -1.30609, -0.11408], [-0.77754, -2.41350, 0.45636], [-0.02370, -3.68873, 0.60265], [-0.29158, -4.38290, 1.55056], [1.09316, 0.78240, -0.81304], [-0.15444, 1.33238, -1.89347], [-0.92630, 2.82715, 0.08489], [0.26503, 2.21483, 1.05255], [2.11029, 3.19652, -1.07743], [-1.79348, -0.08939, -0.61365], [-0.90211, 0.33751, 0.84697], [0.49424, -1.54110, -0.92469], [-1.71375, -2.67528, -0.08087], [-1.15655, -2.10777, 1.42359], [0.91083, -3.85719, -0.02750]],
  "nbo_charge": [-0.44, -0.49, -0.06, -0.20, -0.63, -0.32, 0.44, -0.51, 0.21, 0.23, 0.21, 0.22, 0.12, 0.18, 0.19, 0.37, 0.18, 0.22, 0.11]
}

***

6.
{
  "formula": "C5H11NOS",
  "method": "wB97M-V/def2-TZVPD",
  "lumo_energy_ha": 0.02078,
  "fmax_ev_per_a": 1.1,
  "e_above_lowest_kcal_mol": 55.43,
  "orbital_gap_ev": 9.62,
  "smiles": "CC/N=C\\S.C=CO",
  "species": ["C", "C", "C", "C", "C", "N", "O", "S", "H", "H", "H", "H", "H", "H", "H", "H", "H", "H", "H"],
  "xyz": [[1.39736, -0.47337, 0.10342], [2.85875, -0.02325, 0.12496], [-1.98322, -1.10912, -0.75583], [-2.19538, -0.54652, 0.42022], [-0.06370, 1.10418, 1.04982], [0.66920, 0.11212, 1.18804], [-2.90703, 0.59018, 0.63139], [-0.31524, 2.04886, -0.46035], [0.94689, -0.21089, -0.86598], [3.31253, -0.27010, 1.08146], [3.40577, -0.52413, -0.66948], [2.92583, 1.05032, -0.03005], [1.34772, -1.55686, 0.23966], [-2.34723, -0.66574, -1.66901], [-1.42483, -2.02007, -0.84463], [-1.85365, -0.96596, 1.35396], [-0.58220, 1.51527, 1.89981], [-3.21789, 0.93089, -0.21795], [-1.15609, 2.91637, 0.09324]],
  "nbo_charge": [-0.25, -0.60, -0.55, 0.16, 0.00, -0.42, -0.69, -0.07, 0.18, 0.21, 0.21, 0.21, 0.20, 0.19, 0.21, 0.19, 0.20, 0.48, 0.14]
}

***

7.
{
  "formula": "C5H11NOS",
  "method": "wB97M-V/def2-TZVPD",
  "lumo_energy_ha": 0.03268,
  "fmax_ev_per_a": 2.1,
  "e_above_lowest_kcal_mol": 40.24,
  "orbital_gap_ev": 9.53,
  "smiles": "CSCC[C@H](N)C=O",
  "species": ["O", "C", "C", "C", "C", "S", "C", "N", "H", "H", "H", "H", "H", "H", "H", "H", "H", "H", "H"],
  "xyz": [[2.72147, -0.36091, -2.34892], [1.59062, -0.42696, -1.93129], [1.23051, 0.17776, -0.59316], [-0.13766, 0.84919, -0.56470], [-0.88746, 0.65719, 0.75566], [-1.77973, -0.89731, 0.86973], [-2.68813, -0.48584, 2.42388], [2.20462, 1.18808, -0.16481], [0.92595, -1.13603, -2.49705], [1.29302, -0.64316, 0.14624], [-0.76445, 0.55385, -1.45252], [0.03616, 1.91504, -0.70255], [-1.43724, 1.56377, 1.04154], [-0.16391, 0.65731, 1.61741], [-2.14060, -0.82801, 3.29820], [-3.61551, -1.04277, 2.38557], [-2.90300, 0.56577, 2.44192], [3.05585, 0.75630, 0.16312], [2.36136, 1.86281, -0.89868]],
  "nbo_charge": [-0.52, 0.41, -0.17, -0.41, -0.54, 0.17, -0.72, -0.83, 0.12, 0.23, 0.21, 0.23, 0.22, 0.21, 0.21, 0.23, 0.22, 0.37, 0.36]
}

***

8.
{
  "formula": "C5H11NOS",
  "method": "wB97M-V/def2-TZVPD",
  "s2": 0.75,
  "lumo_energy_ha": [-0.14816, -0.34360],
  "fmax_ev_per_a": 1.8,
  "multiplicity": 2,
  "e_above_lowest_kcal_mol": 25.46,
  "charge": 1,
  "orbital_gap_ev": [8.98, 3.56],
  "species": ["O", "C", "N", "C", "C", "C", "S", "C", "H", "H", "H", "H", "H", "H", "H", "H", "H", "H", "H"],
  "xyz": [[2.08513, -1.01603, -3.00678], [1.21288, -0.79852, -2.20841], [1.32412, 0.15181, -1.22735], [0.66055, -0.00028, 0.07159], [-0.84232, 0.31274, -0.06664], [-1.80397, -0.72681, 0.55019], [-2.74055, -0.19048, 1.94048], [1.36740, 0.80807, 1.13000], [0.27618, -1.37546, -2.23560], [2.15212, 0.72748, -1.22680], [0.79424, -1.05969, 0.30773], [-1.12050, 1.29557, 0.32697], [-1.09021, 0.38772, -1.11324], [-1.34011, -1.64648, 0.88876], [-2.50646, -1.13980, -0.19463], [-2.99215, 1.10741, 1.65038], [0.94617, 1.81198, 1.28072], [1.17700, 0.43504, 2.14706], [2.44048, 0.91571, 0.98556]],
  "nbo_charge": [-0.53, 0.52, -0.63, -0.05, -0.42, -0.63, 0.71, -0.63, 0.10, 0.42, 0.19, 0.22, 0.26, 0.29, 0.32, 0.15, 0.22, 0.23, 0.25]
}

***

9.
{
  "formula": "C5H11NOS3",
  "method": "wB97M-V/def2-TZVPD",
  "lumo_energy_ha": 0.02140,
  "fmax_ev_per_a": 3.3,
  "e_above_lowest_kcal_mol": 28.20,
  "orbital_gap_ev": 8.96,
  "species": ["O", "C", "N", "C", "H", "H", "H", "H", "H", "S", "S", "S", "C", "C", "C", "H", "H", "H", "H", "H", "H"],
  "xyz": [[0.31857, -0.90589, -0.14640], [0.54778, -0.70800, -1.33148], [0.30920, 0.50061, -1.92329], [1.11178, -1.76450, -2.25606], [0.50194, 0.66306, -2.91474], [-0.07273, 1.25410, -1.34629], [1.26824, -2.69679, -1.68776], [2.07896, -1.44295, -2.67766], [0.41704, -1.97161, -3.08737], [-2.29301, 0.37260, 2.16559], [0.55739, 1.26971, 2.85044], [-0.64725, 1.94788, 0.11411], [-0.68741, -0.03798, 2.88257], [-1.75752, 0.56446, 0.45180], [0.77457, 1.36138, 1.06019], [-0.28452, -0.94791, 2.39764], [-0.86837, -0.27659, 3.94829], [-2.67162, 0.73858, -0.14781], [-1.29708, -0.37786, 0.09760], [1.59523, 2.08149, 0.87737], [1.09884, 0.37620, 0.67326]],
  "nbo_charge": [-0.68, 0.69, -0.85, -0.71, 0.39, 0.35, 0.24, 0.23, 0.23, 0.24, 0.24, 0.27, -0.72, -0.73, -0.73, 0.24, 0.25, 0.25, 0.27, 0.24, 0.28]
}

***

10.
{
  "formula": "C5H11NP",
  "method": "wB97M-V/def2-TZVPD",
  "lumo_energy_ha": -0.16772,
  "fmax_ev_per_a": 4.7,
  "e_above_lowest_kcal_mol": 64.05,
  "charge": 1,
  "orbital_gap_ev": 8.52,
  "species": ["C", "C", "C", "C", "C", "N", "P", "H", "H", "H", "H", "H", "H", "H", "H", "H", "H", "H"],
  "xyz": [[-0.58776, -0.47443, 1.33369], [-0.09748, -0.49787, -0.09689], [-0.30714, 1.97956, -0.34791], [-0.64340, -1.76064, 1.98888], [0.95910, 0.49390, -1.94947], [0.61433, 0.74669, -0.54703], [-1.00170, 1.01529, 2.03795], [0.47974, -1.45064, -0.24166], [-0.95530, -0.68932, -0.74157], [0.24308, 2.86417, -0.02346], [-1.36772, 2.01073, -0.75801], [-1.37452, -2.50955, 1.47171], [-0.86264, -1.62588, 3.12073], [0.28496, -2.25912, 1.96485], [0.06053, 0.53470, -2.55890], [1.69850, 1.34603, -2.39912], [1.32794, -0.47322, -2.26939], [1.52949, 0.74959, 0.01561]],
  "nbo_charge": [-0.42, -0.28, -0.40, -0.68, -0.45, -0.40, 0.69, 0.24, 0.24, 0.24, 0.27, 0.26, 0.25, 0.24, 0.24, 0.25, 0.25, 0.46]
}

***

11.
{
  "formula": "C5H11NPRe",
  "method": "wB97M-V/def2-TZVPD",
  "s2": 3.76,
  "lumo_energy_ha": [-0.12844, -0.20148],
  "fmax_ev_per_a": 6.2,
  "multiplicity": 4,
  "e_above_lowest_kcal_mol": 54.96,
  "charge": 1,
  "orbital_gap_ev": [7.48, 7.20],
  "species": ["C", "C", "C", "C", "C", "Re", "P", "H", "H", "H", "H", "H", "H", "H", "H", "N", "H", "H", "H"],
  "xyz": [[0.83155, 2.02847, -0.48771], [0.98447, 1.96024, 0.90541], [-0.36279, 1.84117, 1.49205], [-1.28828, 1.84231, 0.42564], [-0.58363, 2.00581, -0.83068], [0.05082, 0.24649, 0.12597], [1.56584, -1.27638, -0.76415], [1.61914, 2.21045, -1.21524], [1.90599, 1.97322, 1.47326], [-0.57685, 1.72059, 2.55313], [-1.01762, 2.13801, -1.79484], [-2.36700, 1.80688, 0.50594], [1.83870, -2.53277, -0.11173], [2.92158, -0.85416, -0.87595], [1.44150, -1.80393, -2.09422], [-1.41379, -1.54994, 0.93498], [-1.63124, -0.56311, 1.13763], [-2.04036, -2.17349, 1.46108], [-0.67383, -2.01664, 0.36369]],
  "nbo_charge": [-0.33, -0.31, -0.32, -0.34, -0.33, 0.79, 0.13, 0.27, 0.28, 0.28, 0.28, 0.28, 0.05, 0.06, 0.06, -1.14, 0.40, 0.45, 0.42]
}

***

12.
{
  "formula": "C5H11NS",
  "method": "wB97M-V/def2-TZVPD",
  "lumo_energy_ha": [0.00897, 0.00375],
  "fmax_ev_per_a": 4.9,
  "e_above_lowest_kcal_mol": 139.98,
  "orbital_gap_ev": [8.92, 7.47],
  "species": ["C", "C", "C", "C", "C", "N", "S", "H", "H", "H", "H", "H", "H", "H", "H", "H", "H", "H"],
  "xyz": [[0.12960, -1.33965, -2.20777], [0.53913, 0.26093, 0.86358], [1.20981, -1.79274, -1.90441], [2.40759, -2.36880, -1.36546], [-0.81527, 2.55586, 1.54840], [-2.88231, 0.41810, 0.45003], [-0.73169, 0.77459, 1.86605], [-3.17640, 1.37660, 0.62032], [-0.67274, -0.90784, -2.59226], [0.74429, 0.73950, -0.11268], [1.06951, -0.49886, 1.23105], [2.33326, -2.28690, -0.26640], [2.47812, -3.39215, -1.63518], [3.31920, -1.97427, -1.83145], [-0.34786, 3.17500, 2.25954], [-0.23385, 2.67066, 0.68388], [-1.86059, 2.73710, 1.31681], [-3.50980, -0.14712, 1.07595]],
  "nbo_charge": [-0.24, -0.62, 0.01, -0.70, -0.74, -0.82, 0.50, 0.29, 0.22, 0.21, 0.18, 0.24, 0.24, 0.24, 0.23, 0.23, 0.22, 0.31]
}